Arrangement A

{
  "formula": "C9H12N3O2",
  "method": "ωB97M-V with the def2-TZVPD basis set",
  "elements": ["C", "C", "C", "C", "C", "N", "C", "C", "N", "C", "C", "O", "O", "N", "H", "H", "H", "H", "H", "H", "H", "H", "H", "H", "H", "H"],
  "xyz": [[1.337, 0.654, -3.442], [0.914, 0.652, -1.968], [0.653, -0.742, -1.532], [1.148, -1.395, -0.469], [1.787, -0.835, 0.690], [1.544, 0.311, 1.174], [0.714, 1.306, 1.023], [-0.635, 1.328, 1.285], [-1.373, 0.276, 1.730], [-2.684, 0.176, 1.799], [-3.032, -1.124, 2.358], [-4.062, -1.646, 2.605], [-1.781, -1.734, 2.576], [-0.791, -0.899, 2.118], [1.552, 1.668, -3.764], [0.552, 0.250, -4.075], [2.234, 0.054, -3.575], [-0.003, 1.241, -1.870], [1.697, 1.120, -1.373], [0.099, -1.328, -2.257], [1.052, -2.472, -0.422], [2.492, -1.456, 1.233], [1.164, 2.258, 0.756], [-1.191, 2.238, 1.138], [-3.369, 0.936, 1.483], [-0.016, -0.837, 2.780]],
  "orbital_gap_ev": [7.7, 7.7],
  "homo_energy_ha": [-0.48170, -0.48171],
  "total_charge": 1,
  "smiles": "CC\\C=C/C=N\\C=C/[n+]1cc(=O)o[nH]1",
  "lumo_ev": [-5.451, -5.451]
}


Arrangement B

{
  "formula": "C9H12N3O2",
  "method": "ωB97M-V with the def2-TZVPD basis set",
  "elements": ["C", "C", "C", "C", "C", "C", "C", "N", "N", "C", "C", "O", "N", "O", "H", "H", "H", "H", "H", "H", "H", "H", "H", "H", "H", "H"],
  "xyz": [[0.629, -0.333, 2.493], [0.684, 0.077, 1.012], [-0.699, -0.146, 0.157], [-1.321, -1.397, -0.013], [-2.376, -1.423, -0.842], [-2.907, -0.262, -1.416], [-2.348, 0.925, -1.109], [-1.237, 0.962, -0.418], [0.999, 1.463, 0.783], [1.848, 1.552, -0.502], [2.085, 0.205, -0.979], [2.677, -0.062, -2.026], [1.898, -0.680, 0.053], [1.791, -1.982, -0.302], [0.031, 0.415, 3.116], [1.571, -0.609, 2.996], [0.064, -1.293, 2.464], [-1.109, -2.320, 0.496], [-2.855, -2.358, -1.049], [-3.802, -0.239, -2.156], [-2.746, 1.917, -1.360], [-0.789, 1.901, -0.177], [1.614, 1.702, 1.543], [2.841, 2.019, -0.295], [1.368, 2.161, -1.196], [2.087, -2.192, -1.276]],
  "orbital_gap_ev": 8.3,
  "homo_energy_ha": -0.46574,
  "total_charge": 1,
  "smiles": "C[C@@]1(c2cccc[nH+]2)NCC(=O)N1O",
  "lumo_ev": -4.368
}


Most stable: arrangement B. Least stable: arrangement A.